Entry 1:
The following is a quantum chemistry calculation of a structure of composition C28H23IMnN4O2S, from OMol25.

Cartesian coordinates (Å):
Mn (0.5772, -0.1382, 0.4747)
O (0.4495, -0.5207, 2.3016)
C (-0.2937, 0.0708, 3.2086)
C (0.0287, -0.1099, 4.5634)
C (-0.7330, 0.4720, 5.5488)
C (-1.8585, 1.2542, 5.2434)
C (-2.1935, 1.4357, 3.9292)
C (-1.4249, 0.8620, 2.8920)
C (-1.8364, 1.1118, 1.5465)
N (-1.2266, 0.7268, 0.4793)
C (-1.7343, 1.1536, -0.8349)
C (-0.8924, 0.4788, -1.9103)
N (0.4828, 0.4086, -1.4247)
C (1.4950, 0.7207, -2.1540)
C (2.8619, 0.5779, -1.7627)
C (3.8557, 1.0990, -2.6188)
C (5.1856, 0.9639, -2.3243)
C (5.5492, 0.2726, -1.1582)
C (4.6044, -0.2625, -0.3146)
C (3.2345, -0.1201, -0.5885)
O (2.3671, -0.6712, 0.2345)
H (0.8908, -0.7193, 4.7996)
H (-0.4570, 0.3203, 6.5848)
H (-2.4475, 1.7004, 6.0314)
H (-3.0592, 2.0319, 3.6639)
H (-2.7542, 1.6921, 1.4259)
H (-1.6481, 2.2400, -0.9140)
H (-2.7857, 0.8857, -0.9488)
H (-0.9521, 1.0141, -2.8599)
H (-1.2454, -0.5424, -2.0670)
H (1.3042, 1.1140, -3.1547)
H (3.5460, 1.6166, -3.5196)
H (5.9412, 1.3729, -2.9790)
H (6.5977, 0.1514, -0.9169)
H (4.8868, -0.8053, 0.5776)
I (4.1780, 2.5874, 4.4424)
C (2.8227, 2.9186, 2.9062)
C (2.3388, 4.1871, 2.6301)
C (1.4290, 4.3372, 1.5943)
C (1.0355, 3.2156, 0.8881)
N (1.4976, 1.9946, 1.1561)
C (2.3807, 1.8480, 2.1440)
H (2.6637, 5.0409, 3.2091)
H (1.0312, 5.3100, 1.3413)
H (0.3262, 3.2953, 0.0716)
H (2.7308, 0.8399, 2.3301)
S (0.1464, -4.6161, -1.0014)
C (0.5878, -2.9701, -0.8618)
N (-0.1427, -2.2361, -0.0835)
C (-1.1585, -2.9973, 0.4993)
C (-2.1157, -2.5396, 1.4082)
C (-3.0474, -3.4337, 1.8853)
C (-3.0443, -4.7747, 1.4737)
C (-2.1038, -5.2420, 0.5834)
C (-1.1581, -4.3367, 0.1015)
H (1.4464, -2.5780, -1.3900)
H (-2.1054, -1.5132, 1.7416)
H (-3.7916, -3.1004, 2.5961)
H (-3.7885, -5.4542, 1.8663)
H (-2.0978, -6.2773, 0.2713)

The spin multiplicity is 5. Its expectation value of S² is 6.04. The HOMO energy (spin up / spin down) is -10.857 / -11.083 eV. As for the total charge: +1.

Charges obtained by natural (NBO) population analysis, quoted in units of e: 1.629 -0.758 0.389 -0.234 -0.135 -0.263 -0.115 -0.278 0.238 -0.553 -0.235 -0.232 -0.543 0.237 -0.272 -0.115 -0.261 -0.138 -0.237 0.384 -0.762 0.232 0.227 0.230 0.215 0.196 0.205 0.224 0.217 0.220 0.197 0.215 0.230 0.227 0.230 0.212 -0.183 -0.175 -0.233 0.055 -0.508 0.021 0.242 0.237 0.191 0.226 0.477 -0.078 -0.571 0.176 -0.228 -0.182 -0.193 -0.198 -0.244 0.237 0.218 0.225 0.230 0.234

---

Entry 2:
The following is a quantum chemistry calculation of a structure of composition C28H36As2FeSi, from OMol25.

Cartesian coordinates (Å):
C (0.0736, 2.9014, 0.7958)
C (-0.9258, 2.7376, -0.2005)
C (-2.1955, 2.5998, 0.4494)
H (-0.7278, 2.7979, -1.2773)
C (-1.9659, 2.6519, 1.8831)
C (-0.5497, 2.8201, 2.0753)
H (-0.0221, 2.9609, 3.0189)
H (1.1047, 3.1749, 0.6219)
H (-3.1585, 2.5231, -0.0649)
H (-2.6855, 2.6359, 2.7014)
Fe (-0.9876, 0.9173, 1.1860)
C (-0.6969, -2.1568, -1.4998)
H (-1.5145, -1.7127, -0.9353)
H (-0.0055, -2.7145, -0.8616)
H (-1.0946, -2.8653, -2.2424)
Si (0.4999, -0.9864, -2.7271)
C (1.7881, -1.2158, -4.0024)
C (2.5934, -0.0303, -4.0383)
H (2.1292, 0.9712, -4.0494)
C (3.9709, -0.1322, -3.9046)
H (4.5629, 0.7628, -3.6854)
C (4.5689, -1.3854, -4.0879)
H (5.6553, -1.4686, -4.0000)
C (3.7794, -2.4821, -4.4407)
H (4.2768, -3.3997, -4.7589)
C (2.3832, -2.4159, -4.4129)
H (1.7734, -3.2754, -4.7024)
C (-0.8200, 0.1954, -3.3690)
C (-0.5194, 1.0416, -4.4416)
H (0.3677, 0.8739, -5.0430)
C (-1.3525, 2.1165, -4.7623)
H (-1.0411, 2.7690, -5.5712)
C (-2.5663, 2.3009, -4.1018)
H (-3.2797, 3.0501, -4.4402)
C (-2.8826, 1.4516, -3.0374)
H (-3.8395, 1.5504, -2.5276)
C (-2.0133, 0.4357, -2.6537)
H (-2.3164, -0.1610, -1.7991)
H (-0.2516, 0.1004, 0.0646)
H (1.3239, 0.0521, -2.0731)
C (-2.1098, -2.5096, 1.7031)
As (-2.1198, -0.6510, 2.2696)
C (-3.8215, -0.3453, 3.1399)
C (-0.7698, -0.7315, 3.7653)
C (-1.1837, -0.8104, 5.0891)
C (-0.2475, -0.5577, 6.1116)
C (1.0790, -0.2374, 5.8112)
C (1.5009, -0.1725, 4.4714)
C (0.5686, -0.3921, 3.4629)
As (1.0818, -0.1101, 1.5538)
C (2.5327, 1.1856, 1.7516)
C (2.0704, -1.7567, 1.1547)
H (-2.3095, -2.5712, 0.6316)
H (-2.8999, -3.0067, 2.2753)
H (-1.1297, -2.9345, 1.9436)
H (-3.8460, -0.9118, 4.0737)
H (-3.9125, 0.7304, 3.3210)
H (-4.6024, -0.6860, 2.4503)
H (-2.2239, -1.0374, 5.3289)
H (-0.5662, -0.6078, 7.1526)
H (1.8037, -0.0287, 6.6010)
H (2.5436, 0.0311, 4.2308)
H (3.4691, 0.6496, 1.9415)
H (2.5908, 1.7561, 0.8178)
H (2.2866, 1.8539, 2.5842)
H (2.7728, -1.9041, 1.9857)
H (1.3906, -2.6115, 1.0833)
H (2.6126, -1.6234, 0.2099)

The spin multiplicity is 5. Its expectation value of S² is 6.04. The HOMO energy (spin up / spin down) is -4.344 / -7.351 eV.

Charges obtained by natural (NBO) population analysis, quoted in units of e: -0.326 -0.314 -0.372 0.242 -0.369 -0.407 0.233 0.224 0.234 0.225 0.644 -0.982 0.236 0.216 0.218 1.356 -0.500 -0.172 0.225 -0.222 0.218 -0.210 0.216 -0.231 0.214 -0.188 0.218 -0.468 -0.145 0.194 -0.239 0.207 -0.218 0.213 -0.211 0.206 -0.199 0.209 -0.353 -0.185 -0.938 0.941 -0.949 -0.328 -0.169 -0.226 -0.204 -0.220 -0.344 1.072 -0.967 -0.945 0.235 0.226 0.239 0.221 0.243 0.240 0.200 0.215 0.215 0.210 0.217 0.241 0.241 0.227 0.233 0.239

---

Entry 3:
The following is a quantum chemistry calculation of a structure of composition C5H7NO, from OMol25.

Cartesian coordinates (Å):
C (1.6737, -0.1870, -0.8385)
C (0.4089, -0.0084, -0.0677)
N (0.3755, -0.4297, 1.3608)
C (-0.5436, -0.9909, 0.4651)
C (-1.8417, 0.4146, 0.0057)
C (-0.5938, 1.0819, -0.3540)
O (-0.3712, 2.2279, -0.6831)
H (1.4593, -0.3248, -1.9028)
H (2.2377, -1.0431, -0.4625)
H (2.2782, 0.7181, -0.7276)
H (-0.0516, 0.2406, 1.9898)
H (-0.6060, -2.0729, 0.2775)
H (-2.4408, 0.8080, 0.8248)
H (-1.8629, -0.7178, -0.0153)

The HOMO energy is -8.935 eV.

Charges obtained by natural (NBO) population analysis, quoted in units of e: -0.620 -0.024 -0.546 -0.034 -0.532 0.501 -0.545 0.224 0.226 0.237 0.376 0.237 0.223 0.277

---

| no. | largest force on an atom (Eh/bohr) |
| --- | --- |
| 1 | 0.004 |
| 2 | 0.082 |
| 3 | 0.030 |